(1)
Molecular formula: C6H9NO2
Method: DFT, wB97M-V/def2-TZVPD

Geometry as XYZ:
```
18
Properties=species:S:1:pos:R:3:forces:R:3:lowdin_charge:R:1
C -0.96622 0.65299 -1.97185 -4.165 -0.769 2.292 -0.06
C -3.03658 0.22335 2.64594 -0.523 1.093 1.189 -0.40
C 1.83217 -0.20048 -1.14341 0.832 2.847 1.892 -0.10
C 0.85108 0.41757 1.03717 -2.001 -2.357 1.092 -0.08
C -0.54254 -1.04065 -0.46568 -0.802 -0.740 0.148 0.07
C 0.82097 -0.63113 -0.06493 0.213 0.364 -1.086 -0.53
N -1.96014 0.45183 -1.36339 2.748 0.853 -1.245 0.12
O -2.00914 0.46722 3.14006 -0.132 -0.614 -0.740 0.18
O -4.14943 0.12875 2.32438 0.630 -0.505 -0.486 0.20
H -0.17380 0.89039 -2.58481 1.053 0.427 -1.031 0.05
H 2.10582 -0.91847 -1.81022 1.078 -2.715 -1.387 0.03
H 2.78212 0.25815 -0.62073 -1.701 -0.805 -1.289 0.12
H 1.40800 0.51519 -1.87390 0.414 0.334 1.043 0.04
H 0.86035 1.33228 0.55706 0.123 2.196 -0.563 0.05
H 1.71691 0.22830 1.61073 1.093 0.364 0.757 0.06
H -0.04880 0.32888 1.70640 0.934 0.149 -0.712 0.08
H -0.68333 -1.49913 -1.45491 0.687 -0.277 0.184 0.01
H 1.19257 -1.60505 0.33209 -0.482 0.152 -0.058 0.16
```
Positions in Å, forces in eV/Å.

Results
- molecular weight (g mol⁻¹) = 127.14
- energy relative to the best compared isomer or geometry (same formula, charge and spin) (kcal/mol) = 124.21
- HOMO energy (eV) = -8.08
- spin multiplicity = 1

---

(2)
Molecular formula: C6H9NO2S
Method: DFT, wB97M-V/def2-TZVPD

Geometry as XYZ:
```
19
Properties=species:S:1:pos:R:3:forces:R:3:lowdin_charge:R:1
C 0.32296 -0.55030 1.94315 -0.606 -2.239 0.799 -0.47
C 0.94728 0.50722 1.39691 -0.297 1.036 -2.653 -0.19
C 0.95010 -0.91808 -0.87772 0.219 0.583 0.954 -0.09
C 1.54480 -0.16318 -1.74192 0.132 0.219 -0.254 0.02
C 0.39990 -2.18304 -0.52290 -0.077 -0.104 0.083 -0.09
C -1.70665 0.83429 -0.13209 0.797 0.107 0.525 -0.11
N -0.05889 -1.62075 2.23422 -0.256 0.493 0.455 0.11
O -0.88235 2.47181 1.62172 -0.255 -0.811 -0.728 -0.21
O 0.50629 2.29535 -0.44236 -0.034 0.095 -0.231 -0.35
S -0.13161 1.46926 0.54352 -0.133 0.708 0.904 0.72
H -0.25252 2.94177 2.17678 0.481 -0.066 0.061 0.08
H 1.74122 -0.52093 -2.75045 -0.097 -0.232 0.006 0.09
H 1.83909 0.85515 -1.55009 0.033 0.138 0.180 0.06
H -0.55936 -2.36349 -1.01159 0.012 0.027 -0.003 0.10
H 0.19495 -2.23499 0.58685 0.050 0.053 -0.108 0.04
H 1.09937 -2.99603 -0.71903 0.062 0.015 -0.034 0.10
H -2.39205 1.66875 -0.16532 -0.074 0.185 0.012 0.06
H -1.50281 0.44986 -1.12192 0.159 -0.035 -0.109 0.06
H -2.05972 0.05735 0.53225 -0.117 -0.175 0.143 0.07
```
Positions in Å, forces in eV/Å.

Results
- molecular weight (g mol⁻¹) = 159.21
- energy relative to the best compared isomer or geometry (same formula, charge and spin) (kcal/mol) = 161.83
- HOMO energy (spin up / spin down) (eV) = -8.59 / -8.58
- spin multiplicity = 1